Computed, not measured: a single C5H9NO molecule, with ωB97M-V/def2-TZVPD.

Values from the calculation:
- Gap between HOMO and LUMO: 0.376 hartree
- E_LUMO: 0.944 eV
- SMILES: C=NC[C@H](C)C=O
- Energy relative to the best compared isomer or geometry (same formula, charge and spin): 1.980 eV
- HOMO energy: -9.29 eV

Positions of all 16 atoms, in Å:
C 0.64 2.07 1.66
N 0.26 0.93 1.29
C -0.21 0.78 -0.08
C 0.22 -0.63 -0.47
C -0.49 -1.14 -1.72
C -0.03 -1.49 0.79
O 0.65 -2.44 1.09
H 1.11 2.20 2.64
H 0.52 2.94 1.02
H 0.21 1.54 -0.76
H -1.30 0.85 -0.14
H 1.30 -0.65 -0.64
H -1.57 -1.18 -1.56
H -0.14 -2.13 -2.00
H -0.32 -0.47 -2.57
H -0.86 -1.17 1.46


Computed, not measured: a single C5H9NO molecule, with ωB97M-V/def2-TZVPD.

Values from the calculation:
- Gap between HOMO and LUMO: 0.421 hartree
- E_LUMO: 0.633 eV
- SMILES: CC(C)(C#N)CO
- Energy relative to the best compared isomer or geometry (same formula, charge and spin): 1.174 eV
- HOMO energy: -10.83 eV

Positions of all 16 atoms, in Å:
C -0.75 -0.36 1.27
C 0.10 -0.18 -0.01
C -0.37 -1.19 -1.08
C 1.53 -0.43 0.27
N 2.66 -0.61 0.38
C 0.07 1.27 -0.57
O 0.83 2.22 0.14
H -0.44 0.28 2.10
H -1.80 -0.12 1.04
H -0.69 -1.38 1.65
H -0.30 -2.22 -0.71
H -1.42 -0.99 -1.34
H 0.24 -1.11 -1.99
H -0.99 1.56 -0.64
H 0.49 1.26 -1.58
H 0.84 2.01 1.08


Computed, not measured: a single C5H9NO molecule, with ωB97M-V/def2-TZVPD.

Values from the calculation:
- Gap between HOMO and LUMO: 0.377 hartree
- E_LUMO: 0.914 eV
- SMILES: C[C@H]1CN(C)C1=O
- Energy relative to the best compared isomer or geometry (same formula, charge and spin): 0.959 eV
- HOMO energy: -9.35 eV

Positions of all 16 atoms, in Å:
C -2.03 -0.73 0.28
C -0.84 -0.61 -0.64
C -0.19 0.79 -0.77
N 1.02 0.24 -0.16
C 2.13 0.86 0.51
C 0.48 -1.00 0.04
O 0.89 -1.97 0.64
H -1.84 -0.21 1.23
H -2.23 -1.78 0.52
H -2.93 -0.29 -0.17
H -1.00 -1.11 -1.60
H -0.04 1.17 -1.79
H -0.67 1.56 -0.16
H 2.20 0.47 1.53
H 3.08 0.67 -0.01
H 1.97 1.94 0.54


Computed, not measured: a single C5H9NO molecule, with ωB97M-V/def2-TZVPD.

Values from the calculation:
- Gap between HOMO and LUMO: 0.330 hartree
- E_LUMO: 0.780 eV
- Energy relative to the best compared isomer or geometry (same formula, charge and spin): 5.121 eV
- HOMO energy: -8.20 eV

Positions of all 16 atoms, in Å:
O 1.15 1.58 -1.16
C -0.12 0.98 -1.17
C -0.09 -0.57 -1.20
C -0.31 -0.57 0.32
C -0.62 -1.66 1.23
N 0.93 -0.71 1.13
C -0.79 0.89 0.22
H 1.71 1.07 -0.56
H -0.69 1.48 -1.95
H 0.82 -1.04 -1.59
H -0.96 -1.00 -1.70
H 1.36 -1.63 1.18
H -1.05 -1.21 2.14
H 1.01 -0.15 1.96
H -1.88 0.91 0.16
H -0.46 1.61 0.98


Computed, not measured: a single C5H9NO molecule at a distorted geometry, with ωB97M-V/def2-TZVPD.

Values from the calculation:
- Gap between HOMO and LUMO: 0.383 hartree
- E_LUMO: 0.829 eV
- SMILES: C=N[C@]1(O)C[C@H]1C
- Energy relative to the best compared isomer or geometry (same formula, charge and spin): 3.470 eV
- HOMO energy: -9.59 eV

Positions of all 16 atoms, in Å:
C -0.58 -0.51 -2.61
N -0.73 -0.77 -1.37
C 0.09 -0.11 -0.42
O 0.72 1.04 -0.89
C 0.63 -1.08 0.59
C -0.49 -0.14 0.97
C -0.30 1.12 1.89
H -1.18 -1.21 -3.21
H 0.14 0.35 -3.00
H 1.63 0.79 -0.81
H 1.58 -0.95 1.08
H 0.42 -2.01 0.18
H -1.47 -0.71 1.34
H -1.22 1.51 2.33
H 0.24 1.83 1.22
H 0.51 0.87 2.71


Computed, not measured: a single C5H9NO molecule, with ωB97M-V/def2-TZVPD.

Values from the calculation:
- Gap between HOMO and LUMO: 0.356 hartree
- E_LUMO: 1.003 eV
- SMILES: C=C(O)[C@@H]1CN1C
- Energy relative to the best compared isomer or geometry (same formula, charge and spin): 2.627 eV
- HOMO energy: -8.67 eV

Positions of all 16 atoms, in Å:
C -0.77 -0.79 1.92
C 0.40 -0.56 1.33
O 1.58 -0.87 1.94
C 0.59 0.05 -0.02
C 0.14 1.43 -0.33
N -0.60 0.28 -0.81
C -0.50 -0.01 -2.23
H -0.86 -1.42 2.80
H -1.69 -0.44 1.48
H 1.30 -1.12 2.83
H 1.49 -0.29 -0.53
H 0.74 2.00 -1.03
H -0.35 2.01 0.45
H -1.26 0.57 -2.76
H -0.70 -1.07 -2.39
H 0.49 0.23 -2.66


Computed, not measured: a single C5H9NO molecule, with ωB97M-V/def2-TZVPD.

Values from the calculation:
- Gap between HOMO and LUMO: 0.401 hartree
- E_LUMO: 0.923 eV
- SMILES: [H]/N=C1/CCCCO1
- Energy relative to the best compared isomer or geometry (same formula, charge and spin): 0.843 eV
- HOMO energy: -9.98 eV

Positions of all 16 atoms, in Å:
H -1.20 -2.51 1.55
N -1.69 -1.80 1.01
C -0.84 -1.11 0.37
C -1.25 0.00 -0.57
C -0.35 1.23 -0.45
C 1.13 0.83 -0.44
C 1.40 -0.30 0.54
O 0.50 -1.41 0.40
H -1.19 -0.41 -1.59
H -2.29 0.24 -0.37
H -0.59 1.77 0.47
H -0.55 1.92 -1.28
H 1.45 0.53 -1.45
H 1.75 1.69 -0.15
H 1.34 0.06 1.57
H 2.39 -0.73 0.39


Computed, not measured: a single C5H9NO molecule at a distorted geometry, with ωB97M-V/def2-TZVPD.

Values from the calculation:
- Gap between HOMO and LUMO (alpha / beta): 0.340 / 0.340 hartree
- E_LUMO (alpha / beta): 0.083 / 0.084 eV
- Energy relative to the best compared isomer or geometry (same formula, charge and spin): 4.153 eV
- HOMO energy (alpha / beta): -9.17 / -9.18 eV

Positions of all 16 atoms, in Å:
C 0.81 1.20 0.59
C 0.19 0.02 -0.16
C 1.24 -0.93 -0.73
C -0.91 -0.72 0.70
O -2.04 0.03 0.85
C -1.81 0.82 -1.10
N -0.64 0.61 -1.28
H 1.37 1.85 -0.09
H 1.49 0.83 1.36
H 0.01 1.79 1.07
H 1.78 -1.41 0.10
H 0.78 -1.71 -1.34
H 1.97 -0.39 -1.34
H -1.08 -1.72 0.23
H -0.43 -0.88 1.68
H -2.74 0.60 -0.55


Computed, not measured: C5H9NO as an isolated structure at a distorted geometry, with ωB97M-V/def2-TZVPD.

Values from the calculation:
- Gap between HOMO and LUMO: 0.348 hartree
- E_LUMO: 0.655 eV
- Energy relative to the best compared isomer or geometry (same formula, charge and spin): 2.587 eV
- HOMO energy: -8.82 eV

Positions of all 16 atoms, in Å:
C -1.64 0.66 -0.72
C -0.82 -1.23 0.76
C 1.55 0.01 -0.52
C -0.46 -0.13 -0.21
C 1.04 0.80 0.58
O 2.82 -0.35 -0.75
N 0.52 -0.43 -1.18
H 3.42 0.19 -0.23
H -1.31 1.54 -1.28
H -2.22 0.03 -1.41
H -1.51 -1.93 0.27
H 0.06 -1.79 1.08
H -2.30 0.97 0.09
H -1.33 -0.84 1.64
H 0.72 1.81 0.33
H 1.48 0.69 1.57


Computed, not measured: a single C5H9NO molecule at a distorted geometry, with ωB97M-V/def2-TZVPD.

Values from the calculation:
- Gap between HOMO and LUMO: 0.390 hartree
- E_LUMO: 1.040 eV
- SMILES: C[C@H]1N[C@H]1CC=O
- Energy relative to the best compared isomer or geometry (same formula, charge and spin): 2.713 eV
- HOMO energy: -9.57 eV

Positions of all 16 atoms, in Å:
C -1.49 0.01 1.30
C -1.27 0.02 -0.19
N -0.98 1.33 -0.75
C 0.05 0.33 -0.87
C 1.33 0.30 -0.11
C 2.00 -1.06 -0.20
O 1.56 -2.03 -0.75
H -0.74 0.64 1.79
H -2.46 0.42 1.61
H -1.44 -1.01 1.69
H -1.44 -0.86 -0.78
H -1.40 1.55 -1.64
H 0.13 -0.10 -1.87
H 1.14 0.50 0.95
H 2.02 1.06 -0.48
H 2.99 -1.10 0.30


Computed, not measured: a single C5H9NO molecule, with ωB97M-V/def2-TZVPD.

Values from the calculation:
- Gap between HOMO and LUMO: 0.394 hartree
- E_LUMO: 0.883 eV
- SMILES: [H]/N=C1/CC[C@H](O)C1
- Energy relative to the best compared isomer or geometry (same formula, charge and spin): 1.005 eV
- HOMO energy: -9.84 eV

Positions of all 16 atoms, in Å:
H -0.36 -2.30 1.72
N -0.89 -2.03 0.89
C -0.63 -0.84 0.56
C -1.21 -0.19 -0.69
C -0.23 0.97 -1.01
C 0.98 0.78 -0.07
O 2.00 -0.02 -0.63
C 0.37 0.13 1.17
H -2.22 0.19 -0.51
H -1.28 -0.93 -1.49
H 0.10 0.98 -2.05
H -0.69 1.94 -0.81
H 1.46 1.74 0.16
H 1.65 -0.91 -0.81
H -0.16 0.88 1.78
H 1.11 -0.37 1.80


Computed, not measured: a single C5H9NO molecule at a distorted geometry, with ωB97M-V/def2-TZVPD.

Values from the calculation:
- Gap between HOMO and LUMO (alpha / beta): 0.309 / 0.309 hartree
- E_LUMO (alpha / beta): 0.887 / 0.887 eV
- Energy relative to the best compared isomer or geometry (same formula, charge and spin): 6.268 eV
- HOMO energy (alpha / beta): -7.52 / -7.52 eV

Positions of all 16 atoms, in Å:
C 1.07 0.10 -0.01
C 1.77 1.16 -0.22
C 0.91 -1.34 0.08
C -0.58 -1.79 0.15
C -1.45 1.65 -0.02
N -1.04 0.34 0.49
O -1.37 -0.71 -0.31
H 1.36 2.10 -0.19
H 2.79 0.85 -0.43
H 1.43 -1.75 -0.76
H 1.42 -1.66 1.02
H -0.83 -2.57 -0.52
H -0.82 -2.12 1.12
H -1.12 1.73 -1.06
H -2.49 1.65 0.02
H -1.04 2.36 0.63


Computed, not measured: a 2-piece molecular cluster, C5H9NO overall, with ωB97M-V/def2-TZVPD.

Values from the calculation:
- Gap between HOMO and LUMO: 0.307 hartree
- E_LUMO: -0.192 eV
- Energy relative to the best compared isomer or geometry (same formula, charge and spin): 6.633 eV
- HOMO energy: -8.54 eV

Positions of all 16 atoms, in Å:
C -2.07 -0.46 0.20
C -1.17 0.36 1.09
N -0.15 -0.07 1.77
C 0.09 1.21 -0.37
C 1.09 0.29 -0.87
C 2.25 -0.42 -0.34
O 1.05 -1.11 -0.75
H -2.37 0.17 -0.64
H -2.97 -0.80 0.73
H -1.53 -1.32 -0.19
H -1.57 1.33 1.42
H 0.05 -1.04 1.48
H 0.64 2.16 -0.21
H 1.12 0.71 -1.90
H 3.11 -0.60 -0.97
H 2.44 -0.42 0.74


Computed, not measured: a single C5H9NO molecule, with ωB97M-V/def2-TZVPD.

Values from the calculation:
- Gap between HOMO and LUMO (alpha / beta): 0.276 / 0.249 hartree
- E_LUMO (alpha / beta): 0.725 / 0.373 eV
- Energy relative to the best compared isomer or geometry (same formula, charge and spin): 4.725 eV
- HOMO energy (alpha / beta): -6.78 / -6.40 eV

Positions of all 16 atoms, in Å:
C -0.24 -0.49 1.27
N 0.72 -1.34 0.72
C -0.69 0.43 -0.32
C 1.48 -0.80 -0.26
C -1.39 1.59 -0.17
C 1.03 0.52 -0.62
O -1.30 -0.51 -1.14
H -0.66 -1.21 -1.32
H 0.67 -2.34 0.85
H -1.06 -1.00 1.76
H 0.17 0.34 1.84
H 2.09 -1.45 -0.87
H -1.02 2.38 0.46
H -2.36 1.72 -0.64
H 1.26 1.33 0.07
H 1.29 0.83 -1.63


Computed, not measured: a single C5H9NO molecule, with ωB97M-V/def2-TZVPD.

Values from the calculation:
- Gap between HOMO and LUMO: 0.313 hartree
- E_LUMO: -0.290 eV
- Energy relative to the best compared isomer or geometry (same formula, charge and spin): 4.780 eV
- HOMO energy: -8.80 eV

Positions of all 16 atoms, in Å:
C -1.87 0.00 1.40
C -0.47 0.30 1.07
C 0.70 -1.21 -1.16
C -0.28 1.19 -0.07
O 1.04 1.14 -0.59
C 1.58 -0.12 -0.63
N 2.79 -0.34 -0.35
H -2.08 0.54 2.34
H -2.67 0.21 0.67
H -1.93 -1.05 1.70
H 1.12 -2.18 -0.91
H -0.30 -1.17 -0.73
H 0.57 -1.15 -2.24
H -0.39 2.19 0.38
H -1.02 1.12 -0.89
H 3.21 0.51 0.01


Computed, not measured: a single C5H9NO molecule at a distorted geometry, with ωB97M-V/def2-TZVPD.

Values from the calculation:
- Gap between HOMO and LUMO: 0.384 hartree
- E_LUMO: 1.123 eV
- SMILES: C[C@H]1N[C@H]1[C@H]1CO1
- Energy relative to the best compared isomer or geometry (same formula, charge and spin): 4.345 eV
- HOMO energy: -9.31 eV

Positions of all 16 atoms, in Å:
C -1.86 -0.17 -0.57
C -1.13 0.61 0.52
N -0.46 -0.13 1.54
C 0.36 0.66 0.64
C 1.06 -0.47 -0.09
C 2.08 -0.27 -1.14
O 2.43 -0.68 0.17
H -2.12 0.50 -1.39
H -2.77 -0.60 -0.15
H -1.28 -0.99 -1.01
H -1.66 1.49 0.87
H -0.56 -0.10 2.54
H 0.85 1.58 0.97
H 0.34 -1.23 0.37
H 2.37 -0.96 -1.94
H 2.36 0.77 -1.32